## one
A structure of composition C46H45FN7O4RuS. Source: OMol25; level of theory: ωB97M-V/def2-TZVPD.

The geometry in ORCA input format:
```
! wB97M-V def2-TZVPD RIJCOSX def2/J DEFGRID3
* xyz 2 2
Ru 3.42513 1.03298 -0.13964
S -5.35349 3.28337 -0.83598
F -4.52928 -0.06188 -1.57643
O 3.24489 -2.97724 -0.60987
O 2.95865 -0.88773 0.02738
O 0.40462 -0.37139 -1.82671
O -4.89973 4.99128 1.14585
N 5.50010 0.50720 -0.56649
N 3.64028 0.90219 1.97240
N 4.35084 2.91831 -0.11230
N -0.78405 -3.65613 0.25539
N -7.56579 -2.94199 1.15318
N 3.45748 0.79549 -2.22076
N -5.44657 -2.40501 -0.21653
C 5.62490 2.96225 -0.53549
C 4.48691 -0.00523 2.49636
C 3.66111 0.45206 4.70852
C 5.79972 5.27136 0.04266
C 2.82972 1.58423 2.79464
C -1.38732 2.98830 -1.42213
C -6.85511 -4.16971 0.61941
C -0.89839 2.56457 -0.18354
C 6.15265 1.69913 -1.15190
C -2.73864 3.22990 -1.59758
C -5.70552 4.61186 0.35103
C -1.74969 -2.76602 -0.19868
C 5.44399 -0.77027 1.61374
C 4.38123 -0.09684 -2.62851
C -1.34022 -1.59861 -0.84792
C -1.17004 -4.92667 0.82110
C 0.48274 2.21889 -0.02818
C 5.39046 -0.54562 -1.59821
C -6.47296 -1.38231 -0.40626
C -2.30527 -0.69799 -1.28638
C 4.50351 -0.24700 3.86491
C 3.79294 4.03168 0.38250
C 0.08384 -1.30016 -1.10667
C 1.63792 1.83422 -0.01943
C -5.95157 -3.73127 -0.53084
C -3.11415 -3.00980 -0.00838
C 2.55258 0.85503 -4.41718
C -7.09950 5.15238 0.19594
C 2.81149 1.39774 4.16062
C -1.78002 -4.96634 2.19484
C 6.23932 0.09179 0.64461
C 3.47866 -0.08132 -4.83510
C 2.50210 -2.03346 -0.39384
C 6.37778 4.11991 -0.46556
C -3.15081 2.61051 0.69259
C -0.39167 -5.48608 1.96828
C -7.81732 -1.94813 0.05628
C 0.53003 -3.35093 0.09482
C -3.62625 3.02773 -0.54544
C -1.79652 2.39441 0.87341
C -3.63336 -0.95530 -1.09750
C 4.41199 -0.56168 -3.92755
C 4.48357 5.22415 0.47110
C 1.00785 -2.21500 -0.47291
C -4.08024 -2.11953 -0.45745
C 2.56429 1.25920 -3.09525
H -8.34100 -2.49223 -0.72699
H 5.06287 -1.48017 -1.13852
H -8.47153 -1.16479 0.43116
H 4.90946 -1.56272 1.08693
H 2.13852 1.98170 4.77168
H -7.18866 5.65161 -0.76936
H 5.93546 1.72995 -2.22062
H -7.30448 5.85524 0.99876
H 6.36180 -0.71166 -2.07617
H -0.22660 -6.55316 1.97570
H 7.40282 4.11246 -0.81044
H 3.67472 0.26702 5.77427
H -3.83888 2.46775 1.51435
H 2.76067 3.94459 0.69008
H 6.36823 6.18939 0.10308
H 7.23852 1.63099 -1.04404
H -3.41673 -3.89365 0.53343
H -8.43893 -3.20779 1.60767
H -1.99434 0.20244 -1.79840
H 3.98873 6.09619 0.87319
H -7.61260 -4.88943 0.31509
H -6.97353 -2.50428 1.86029
H -6.21350 -0.50712 0.18993
H 3.48529 -0.43139 -5.85864
H -1.54582 -5.63043 0.08668
H -6.58926 -1.05243 -1.44150
H 0.42202 -4.90004 2.37052
H -6.49505 -3.73668 -1.48343
H 5.19147 -0.98225 4.25871
H -3.11143 3.57209 -2.55414
H 2.16023 2.28528 2.31745
H -1.86727 -4.02110 2.71371
H 1.84031 1.95431 -2.69921
H -1.42456 2.06806 1.83577
H 7.15354 -0.42986 0.34184
H 1.22491 -4.09199 0.46486
H 6.16680 -1.25774 2.26806
H 5.16245 -1.28227 -4.22286
H 1.81274 1.25802 -5.09303
H 6.54278 1.00933 1.15479
H -7.82439 4.33786 0.21426
H -2.57652 -5.67421 2.37959
H -6.27881 -4.57686 1.44739
H -5.14108 -4.44632 -0.63390
H -0.69912 3.12080 -2.24692
*
```

Values from the calculation:
LUMO level (alpha / beta) ... -4.38 / -4.93 eV
Gap between HOMO and LUMO (alpha / beta) ... 7.2 / 6.8 eV

Atom charges from the Mulliken analysis, given in e for atoms 1 to 99: number 1, Ru, carries -0.495; number 2, S, carries -0.234; number 3, F, carries -0.434; number 4, O, carries -0.682; number 5, O, carries -0.127; number 6, O, carries -0.549; number 7, O, carries -0.489; number 8, N, carries 0.662; number 9, N, carries 0.969; number 10, N, carries 0.746; number 11, N, carries 0.296; number 12, N, carries -0.121; number 13, N, carries 1.296; number 14, N, carries 0.260; number 15, C, carries 0.729; number 16, C, carries 1.040; number 17, C, carries -0.441; number 18, C, carries -0.314; number 19, C, carries -0.285; number 20, C, carries -0.662; number 21, C, carries -0.762; number 22, C, carries 0.993; number 23, C, carries -1.213; number 24, C, carries -0.649; number 25, C, carries 0.829; number 26, C, carries -0.281; number 27, C, carries -1.311; number 28, C, carries 0.904; number 29, C, carries 0.140; number 30, C, carries -0.272; number 31, C, carries 0.518; number 32, C, carries -1.345; number 33, C, carries -0.653; number 34, C, carries -0.468; number 35, C, carries -0.921; number 36, C, carries -0.118; number 37, C, carries 1.185; number 38, C, carries -1.281; number 39, C, carries -0.691; number 40, C, carries -0.788; number 41, C, carries -0.776; number 42, C, carries -1.157; number 43, C, carries -1.006; number 44, C, carries -0.490; number 45, C, carries -0.867; number 46, C, carries -0.564; number 47, C, carries 0.008; number 48, C, carries -1.174; number 49, C, carries -0.687; number 50, C, carries -1.011; number 51, C, carries -0.837; number 52, C, carries -0.526; number 53, C, carries 0.389; number 54, C, carries -0.639; number 55, C, carries 0.622; number 56, C, carries -1.096; number 57, C, carries -0.974; number 58, C, carries -0.395; number 59, C, carries -1.100; number 60, C, carries -0.654; number 61, H, carries 0.370; number 62, H, carries 0.505; number 63, H, carries 0.415; number 64, H, carries 0.335; number 65, H, carries 0.468; number 66, H, carries 0.320; number 67, H, carries 0.449; number 68, H, carries 0.324; number 69, H, carries 0.559; number 70, H, carries 0.272; number 71, H, carries 0.518; number 72, H, carries 0.426; number 73, H, carries 0.539; number 74, H, carries 0.360; number 75, H, carries 0.440; number 76, H, carries 0.493; number 77, H, carries 0.879; number 78, H, carries 0.348; number 79, H, carries 0.708; number 80, H, carries 0.465; number 81, H, carries 0.373; number 82, H, carries 0.387; number 83, H, carries 0.531; number 84, H, carries 0.453; number 85, H, carries 0.436; number 86, H, carries 0.353; number 87, H, carries 0.341; number 88, H, carries 0.295; number 89, H, carries 0.493; number 90, H, carries 0.458; number 91, H, carries 0.287; number 92, H, carries 0.237; number 93, H, carries 0.319; number 94, H, carries 0.529; number 95, H, carries 0.347; number 96, H, carries 0.772; number 97, H, carries 0.566; number 98, H, carries 0.549; number 99, H, carries 0.488



## two
A structure of composition C46H45FN7O4RuS. Source: OMol25; level of theory: ωB97M-V/def2-TZVPD.

The geometry in ORCA input format:
```
! wB97M-V def2-TZVPD RIJCOSX def2/J DEFGRID3
* xyz 2 2
Ru 0.49027 -1.50660 -0.67190
S -2.59634 -5.67923 8.90141
F 0.89881 5.31858 0.51787
O -0.12363 -1.62150 -2.66023
O 0.85728 0.59596 -0.90486
O -2.49661 -8.11057 9.71765
O 0.84982 -1.22928 -4.63107
N 2.49218 -1.66522 -1.02625
N 0.18247 -3.51795 -0.33031
N -2.28750 -2.31321 1.05340
N 0.36764 6.90651 -1.79143
N 1.28121 -1.68628 1.30326
N -0.71277 9.13991 -2.30823
N 0.27569 2.78328 -4.31611
C -2.85121 -1.07997 -1.39233
C 0.82455 3.08812 -6.76936
C -0.48295 -6.06276 0.52095
C 0.28669 1.43577 -4.34361
C 0.35638 -5.26494 1.28765
C 0.46610 5.49501 -1.81511
C -3.53473 -5.25774 6.33692
C 1.68285 -3.10617 1.49468
C -1.41666 -3.60222 5.65104
C 5.20378 -1.29291 -1.37340
C -2.31082 -7.45523 8.73412
C -3.09059 -2.94511 0.09665
C -1.46104 -4.18336 6.90651
C 0.60580 2.67968 -1.94066
C 4.59823 -0.96072 -0.16809
C -1.91680 -0.54182 -0.51358
C -2.31904 -2.78241 2.31539
C 0.64011 1.21803 -1.97638
C -1.78532 -8.02950 7.44489
C 1.23319 7.68213 -2.66892
C 0.31459 4.83197 -3.01916
C 0.10008 7.62007 -0.54627
C 0.31547 -1.30224 2.35598
C 0.40877 -0.87172 -3.55036
C 0.40249 8.82165 -3.27311
C 0.68849 -4.00975 0.82093
C 3.07529 -1.99958 -2.18229
C 0.70168 4.71275 -0.67062
C -0.22286 9.08317 -0.89117
C -2.51579 -5.02009 7.25699
C -2.38110 -3.25565 3.42102
C 3.24001 -1.15655 -0.02476
C -1.54883 -1.15788 0.67940
C -0.77309 -0.44095 1.75543
C 1.21443 4.35763 -6.07455
C -2.42857 -3.85178 4.72247
C 0.75466 3.35107 -0.72283
C 0.40613 3.43649 -3.10364
C 4.43263 -1.82438 -2.39138
C -0.94909 -5.57968 -0.68812
C -3.38540 -2.34863 -1.08036
C -0.60231 -4.29682 -1.08069
C 2.48331 -0.82831 1.24471
C -3.48964 -4.68876 5.07776
C 0.43007 0.62557 -3.25500
C 0.08141 3.52425 -5.54650
H 0.30044 3.14775 -7.71144
H 2.64643 -3.26000 1.00814
H -4.37150 -5.88413 6.61754
H -0.35643 0.47480 1.33319
H -0.93586 -3.85429 -2.00923
H 0.97225 5.30116 -6.54410
H -0.72010 -8.21644 7.59159
H 2.15664 0.21252 1.22033
H 0.65450 9.72550 -0.84682
H 2.09205 8.08313 -2.11771
H 5.17558 -0.56263 0.65568
H 6.26712 -1.14715 -1.50782
H 0.94283 7.61838 0.14915
H 0.18493 0.98194 -5.31985
H 1.80758 -3.34179 2.55428
H 3.12432 -0.97186 2.12250
H -1.44294 8.43451 -2.42228
H 1.62798 7.05940 -3.46649
H 2.13870 4.34178 -5.51229
H 0.10284 5.40290 -3.91161
H -4.28590 -4.87268 4.36907
H -1.45652 -0.13445 2.55885
H 4.86529 -2.10417 -3.34100
H -1.12150 10.04998 -2.52060
H 2.42128 -2.40047 -2.94646
H -0.92985 3.89150 -5.67439
H 0.75831 -5.61720 2.22837
H -4.02528 -2.87219 -1.77669
H -1.91507 -7.37898 6.58618
H -0.14333 -2.20995 2.74271
H 0.93620 2.78423 0.17988
H -1.58390 -6.17950 -1.32484
H -1.45533 0.41025 -0.73192
H -0.75563 -7.05283 0.86055
H -3.12291 -0.56606 -2.30031
H -2.27375 -8.98757 7.27631
H -0.74733 7.15352 -0.04652
H -3.48386 -3.90046 0.40904
H 0.98328 9.73057 -3.41664
H -0.06513 8.54208 -4.21495
H -0.98849 9.49526 -0.23870
H -0.67446 -3.99112 7.62400
H 1.50136 2.25023 -6.67833
H -0.59631 -2.94633 5.38811
H 0.83159 -0.81923 3.19112
*
```

Values from the calculation:
LUMO level (alpha / beta) ... -4.77 / -4.77 eV
Gap between HOMO and LUMO (alpha / beta) ... 5.0 / 6.7 eV

Atom charges from the Mulliken analysis, given in e for atoms 1 to 99: number 1, Ru, carries 0.064; number 2, S, carries -0.106; number 3, F, carries -0.342; number 4, O, carries -0.329; number 5, O, carries -0.098; number 6, O, carries -0.507; number 7, O, carries -0.689; number 8, N, carries 0.875; number 9, N, carries 0.832; number 10, N, carries 0.322; number 11, N, carries 0.262; number 12, N, carries 0.564; number 13, N, carries -0.145; number 14, N, carries 0.263; number 15, C, carries -1.136; number 16, C, carries -0.995; number 17, C, carries -0.518; number 18, C, carries -0.332; number 19, C, carries -1.060; number 20, C, carries -1.514; number 21, C, carries -0.392; number 22, C, carries -1.228; number 23, C, carries -0.473; number 24, C, carries -0.465; number 25, C, carries 0.590; number 26, C, carries -0.578; number 27, C, carries -0.436; number 28, C, carries 1.158; number 29, C, carries -1.087; number 30, C, carries 0.944; number 31, C, carries -0.319; number 32, C, carries 0.220; number 33, C, carries -0.787; number 34, C, carries -0.660; number 35, C, carries -0.423; number 36, C, carries -0.697; number 37, C, carries -0.659; number 38, C, carries -0.225; number 39, C, carries -0.755; number 40, C, carries 0.736; number 41, C, carries -0.575; number 42, C, carries 0.172; number 43, C, carries -0.767; number 44, C, carries -0.350; number 45, C, carries 0.393; number 46, C, carries 0.803; number 47, C, carries -0.099; number 48, C, carries -1.322; number 49, C, carries -0.386; number 50, C, carries 0.371; number 51, C, carries -0.458; number 52, C, carries -0.672; number 53, C, carries -1.133; number 54, C, carries -1.078; number 55, C, carries -0.764; number 56, C, carries -0.455; number 57, C, carries -1.144; number 58, C, carries -0.668; number 59, C, carries 0.542; number 60, C, carries -0.344; number 61, H, carries 0.275; number 62, H, carries 0.468; number 63, H, carries 0.456; number 64, H, carries -0.051; number 65, H, carries 0.697; number 66, H, carries 0.296; number 67, H, carries 0.266; number 68, H, carries 0.385; number 69, H, carries 0.365; number 70, H, carries 0.297; number 71, H, carries 0.520; number 72, H, carries 0.449; number 73, H, carries 0.411; number 74, H, carries 0.762; number 75, H, carries 0.485; number 76, H, carries 0.628; number 77, H, carries 0.381; number 78, H, carries 0.519; number 79, H, carries 0.214; number 80, H, carries 0.888; number 81, H, carries 0.483; number 82, H, carries 0.620; number 83, H, carries 0.489; number 84, H, carries 0.344; number 85, H, carries 0.650; number 86, H, carries 0.441; number 87, H, carries 0.570; number 88, H, carries 0.437; number 89, H, carries 0.258; number 90, H, carries 0.081; number 91, H, carries 0.519; number 92, H, carries 0.510; number 93, H, carries 0.810; number 94, H, carries 0.449; number 95, H, carries 0.406; number 96, H, carries 0.289; number 97, H, carries 0.518; number 98, H, carries 0.488; number 99, H, carries 0.374



Which of them is the most stable, and which is the least stable? one and two, in that order.